Below is one molecule with the formula C2H3F2N, with properties calculated with wB97M-V/def2-TZVPD.

CARTESIAN COORDINATES (ANGSTROEM)
C -0.1544 -0.4119 -0.6190
C 0.4501 0.4940 0.3323
N -0.3025 -0.6339 0.7743
F -1.2364 0.0524 -1.2841
F 1.7833 0.4932 0.4700
H 0.3819 -1.1006 -1.3975
H 0.2382 1.6348 0.4428
H -1.1603 -0.5279 1.2812

Computed properties:
Orbital gap: 11.7 eV
Largest force on an atom: 2.9 eV/A
SMILES: F[C@@H]1N[C@H]1F
ΔE to the lowest compared entry with this formula, charge and spin: 18.2 kcal/mol
E_tot: -332.42881 a.u.



Below is a 2-piece molecular cluster, C4H6ClNS overall, with properties calculated with wB97M-V/def2-TZVPD.

CARTESIAN COORDINATES (ANGSTROEM)
C -0.6018 0.7540 2.6976
C -0.5482 1.3994 -0.3103
C 0.4728 0.6455 0.0981
C 0.3856 -0.8110 0.2162
N -1.4021 -0.1078 2.7966
S -2.3657 -1.2978 2.6724
Cl 0.2434 2.1700 2.9121
H -0.3744 2.4493 -0.3528
H -1.4795 1.1445 -0.8675
H 1.2912 1.0899 0.6406
H 0.6245 -1.3763 -0.6095
H -0.7658 -0.8436 0.3852
H 0.8826 -1.3619 1.0951

Computed properties:
Orbital gap: 8.5 eV
Largest force on an atom: 4.9 eV/A
SMILES: [S-][N+]#CCl.C=CC
ΔE to the lowest compared entry with this formula, charge and spin: 85.1 kcal/mol
E_tot: -1069.00290 a.u.



Below is a 3-piece molecular cluster, C12H18F7NO8S overall, with properties calculated with wB97M-V/def2-TZVPD.

CARTESIAN COORDINATES (ANGSTROEM)
O 0.6470 2.2225 -3.2989
C 0.7596 1.0872 -2.5703
O 0.6262 -0.1813 -3.3067
C 1.0846 1.2584 -0.9712
C 0.9425 -0.1110 -0.0816
C 1.9901 -1.3107 -0.4761
N 3.3412 -1.1791 0.1907
S 4.5209 -0.3611 -0.8004
O 5.8023 -1.2084 -1.0323
O 4.9666 0.9159 -0.0094
F 3.9628 0.1447 -2.3396
H 1.5786 -0.3993 -3.6035
H 0.2627 2.0135 -0.5478
H 2.1269 1.8003 -0.8224
H 1.1965 0.1973 1.0432
H -0.1938 -0.4546 -0.0514
H 2.1307 -1.4915 -1.6244
H 1.5108 -2.3170 -0.0487
H 3.6312 -2.1761 0.4119
C -2.4005 1.3507 -4.3734
C -3.7335 1.3214 -5.0987
O -4.6136 0.3542 -4.5056
C -5.2501 0.7446 -3.3561
O -5.0992 1.8451 -2.8303
C -6.1852 -0.3541 -2.8561
F -5.5988 -1.5859 -2.8569
F -7.3033 -0.4655 -3.6291
F -6.6223 -0.1444 -1.5823
H -1.9586 0.3495 -4.3412
H -1.7036 2.0303 -4.8715
H -2.5194 1.6781 -3.3361
H -3.5761 1.0133 -6.1377
H -4.2037 2.3113 -5.1239
C 2.1743 0.0550 7.1588
C 1.0669 0.4686 6.2067
O 1.3122 -0.0449 4.8883
C 0.9911 -1.3621 4.6860
O 0.5247 -2.0941 5.5560
C 1.2575 -1.7672 3.2381
F 2.4746 -1.3456 2.7883
F 0.3342 -1.2434 2.3819
F 1.2309 -3.1165 3.0478
H 3.1506 0.3593 6.7678
H 2.0287 0.5094 8.1426
H 2.2070 -1.0317 7.2823
H 1.0465 1.5605 6.1240
H 0.0814 0.1546 6.5693

Computed properties:
Orbital gap: 9.4 eV
Largest force on an atom: 9.2 eV/A
SMILES: O=C(O)CCCNS(=O)(=O)F.CCOC(=O)C(F)(F)F.CCOC(=O)C(F)(F)F
E_tot: -2221.81381 a.u.



Below is C6H21N10O8Pb2 as an isolated structure, with properties calculated with wB97M-V/def2-TZVPD.

CARTESIAN COORDINATES (ANGSTROEM)
Pb 4.3762 3.1535 1.3469
Pb 2.8962 -0.7910 2.8036
O 0.5809 1.0975 -0.8227
C 1.4392 0.7373 0.1371
O 2.3585 1.4937 0.5722
O 1.4765 -0.4682 0.4364
H 0.1846 0.2312 -0.9420
C -1.3914 -1.7670 -2.5130
O -0.3468 -1.3218 -2.0168
N -1.8863 -2.8834 -2.1521
N -2.0994 -1.1713 -3.4694
H -1.3166 -3.3828 -1.4842
H -2.7312 -3.2549 -2.5623
H -2.8132 -1.7453 -3.8950
H -1.8172 -0.2956 -3.8860
C -1.6560 -2.4374 1.2537
O -2.6412 -3.0860 1.3347
N -1.5579 -1.1220 1.3474
N -0.5089 -2.9164 0.9365
H -0.6512 -0.7014 1.4930
H -2.2595 -0.6867 1.9290
H 0.3465 -2.3800 0.9116
H -0.4034 -3.9101 1.0835
C -0.1266 1.0530 3.6209
O 0.3735 0.0294 3.4258
N 0.1910 2.2551 3.0670
N -0.9457 1.3881 4.5318
H 0.8243 2.4178 2.2972
H -0.1131 3.1322 3.4648
H -1.0983 0.5797 5.1176
H -1.3908 2.2931 4.4769
C -1.9719 3.6882 -0.6085
O -2.6733 4.6463 -0.6480
N -0.9010 3.5304 0.1678
N -2.3010 2.6195 -1.2936
H -0.4485 2.6276 0.1853
H -0.7712 4.3803 0.6979
H -1.8109 1.7447 -1.1725
H -3.2029 2.6927 -1.7425
C 3.6093 -1.6464 -2.5711
O 4.3712 -2.0105 -3.4161
N 2.6654 -2.2439 -1.9795
N 3.7004 -0.4365 -2.0757
H 1.9282 -1.7492 -1.4978
H 2.7272 -3.2303 -2.1875
H 4.6105 -0.1274 -2.3858
H 3.1762 -0.0261 -1.3162

Computed properties:
Orbital gap (spin up / spin down): 2.2 / 2.4 eV
Largest force on an atom: 9.3 eV/A
Multiplicity: 2
Expectation value of S²: 1.032
Total charge: +4
E_tot: -1774.70042 a.u.



Below is one molecule with the formula C5H7Cl, with properties calculated with wB97M-V/def2-TZVPD.

CARTESIAN COORDINATES (ANGSTROEM)
C 1.9585 0.2670 -0.0610
C 1.0009 -1.0249 -0.0678
C -0.3472 -0.8428 0.0885
C -1.0045 0.5112 0.1303
C -2.2918 0.7112 0.0826
H 2.3896 0.2952 1.0277
H 1.3780 1.2198 -0.3551
H 2.9153 0.1009 -0.7449
H 1.5617 -2.0730 -0.1968
H -0.9736 -1.7798 0.4835
H -0.4597 1.3955 -0.2392
H -2.5436 1.6859 -0.0796
Cl -3.5836 -0.4661 -0.0683

Computed properties:
Orbital gap: 9.5 eV
Largest force on an atom: 3.0 eV/A
SMILES: C/C=C\C=C/Cl
ΔE to the lowest compared entry with this formula, charge and spin: 48.7 kcal/mol
E_tot: -654.81286 a.u.



Below is C29H34N7PdSSi as an isolated structure, with properties calculated with wB97M-V/def2-TZVPD.

CARTESIAN COORDINATES (ANGSTROEM)
Pd -0.8692 -0.0118 -0.3834
C -0.8682 0.3112 1.6187
Si 0.7788 -0.2825 2.2150
C 1.8268 0.5926 0.9096
N 1.2296 0.3195 -0.4333
C 1.4439 1.4857 -1.3316
C 2.9204 1.7868 -1.5761
C 3.7154 0.4998 -1.8652
C 2.7694 -0.6481 -2.1975
C 1.8377 -0.9345 -1.0243
C 0.9451 -2.1440 2.0867
C -0.1591 -2.9608 1.8455
C -0.0266 -4.3392 1.7363
C 1.2225 -4.9275 1.8672
C 2.3356 -4.1347 2.1162
C 2.1927 -2.7597 2.2263
C 1.2990 0.2968 3.9156
C 1.6691 -0.5883 4.9297
C 2.0491 -0.1235 6.1819
C 2.0638 1.2386 6.4415
C 1.6924 2.1364 5.4488
C 1.3141 1.6661 4.2013
H -0.9478 1.4009 1.7171
H -1.7493 -0.1291 2.0863
H 2.8969 0.3685 0.9130
H 1.7312 1.6648 1.1073
H 0.9339 2.3384 -0.8821
H 0.9375 1.2692 -2.2669
H 3.3509 2.3147 -0.7240
H 2.9782 2.4748 -2.4224
H 4.3108 0.2226 -0.9911
H 4.4249 0.6589 -2.6774
H 3.3236 -1.5616 -2.4185
H 2.1891 -0.4076 -3.0939
H 2.3967 -1.4308 -0.2329
H 1.0356 -1.6069 -1.3201
H -1.1424 -2.5152 1.7470
H -0.8980 -4.9564 1.5551
H 1.3289 -6.0013 1.7827
H 3.3117 -4.5890 2.2282
H 3.0731 -2.1560 2.4285
H 1.6572 -1.6562 4.7442
H 2.3328 -0.8253 6.9556
H 2.3612 1.6023 7.4165
H 1.6983 3.2002 5.6494
H 1.0200 2.3825 3.4398
N -5.0527 -0.2865 -0.0484
C -4.7439 -1.6215 0.0568
C -3.3912 -1.6895 -0.0221
N -2.8804 -0.4222 -0.1822
C -3.9000 0.4100 -0.1968
C -3.8320 1.8511 -0.3732
N -2.7894 2.4888 -0.8421
C -3.1595 3.8056 -0.9097
C -4.4397 3.9615 -0.4669
N -4.8690 2.7035 -0.1309
H -5.9836 0.0886 -0.0935
H -5.4968 -2.3795 0.1744
H -2.7484 -2.5512 0.0148
H -2.4814 4.5644 -1.2608
H -5.0671 4.8278 -0.3537
H -5.7430 2.4986 0.3210
S -1.3698 -0.8324 -2.7842
C -0.8660 -0.1188 -4.2105
N -1.3410 -0.6555 -5.3866
C -1.0596 -0.1539 -6.6054
C -0.2654 0.9427 -6.7013
C 0.2050 1.4685 -5.4822
N -0.0753 0.9765 -4.3005
H -1.9329 -1.4698 -5.2929
H -1.4932 -0.6702 -7.4500
H -0.0116 1.3803 -7.6530
H 0.8507 2.3412 -5.4903

Computed properties:
Orbital gap: 7.7 eV
Largest force on an atom: 0.3 eV/A
ΔE to the lowest compared entry with this formula, charge and spin: 3.8 kcal/mol
Total charge: +1
E_tot: -2324.20383 a.u.